1.
73
Properties=species:S:1:pos:R:3:forces:R:3:lowdin_spin:R:1 method="wB97M-V/def2-TZVPD" homo_energy_ev="-15.786 / -15.787" lumo_energy_ha="-0.4090 / -0.3527" s_squared=3.94 relative_energy_kcal_mol=0.0 charge=+3 multiplicity=4 energy_ha=-5765.74834 max_force_ev_per_a=2.102
Se -1.902420 -1.473410 1.417277 -0.16 -0.30 -1.99 -0.0379
Cr 0.156292 0.254041 -0.117411 -0.74 0.04 1.65 3.3083
S 1.437276 0.142838 2.015549 -0.15 -0.08 -0.55 -0.0150
P 1.829825 1.857882 -0.753854 1.55 1.24 -0.69 -0.0555
P -0.606507 -0.179587 -2.369979 -0.46 -0.67 -1.45 -0.0325
P -1.568898 2.059852 0.029946 -0.11 0.71 0.39 -0.0869
N -0.761025 0.822896 3.409103 1.05 -1.25 -0.45 0.0030
N 1.185047 2.069961 3.824590 -0.32 -0.42 -1.09 -0.0052
C -2.105199 -3.914089 -0.179554 0.13 0.62 -0.08 -0.0008
C 0.116326 -1.765452 -2.921988 0.34 -0.10 0.10 -0.0075
C -1.585070 -4.880567 -1.053781 0.08 -0.01 0.28 0.0003
C 0.171208 -3.227738 0.437194 -0.38 0.69 -0.45 0.0009
C 2.826768 2.680548 0.545879 0.11 -0.07 0.47 -0.0061
C -2.388818 -0.494997 -2.608048 -0.26 0.17 0.24 -0.0001
C 1.468308 3.336872 -1.784400 -0.45 0.04 -0.21 -0.0094
C 3.134612 1.008224 -1.718576 -0.13 -0.36 -0.06 -0.0036
C -1.962160 3.118306 -1.400252 0.09 0.05 -0.49 -0.0101
C -0.201656 -4.949054 -1.255108 -0.16 0.08 0.41 0.0000
C -1.413150 1.005391 4.700359 -0.66 0.76 0.69 0.0002
C 0.592404 3.157131 4.617030 -0.11 0.48 0.84 -0.0005
C 2.598312 -6.534783 -0.262664 0.62 0.42 -0.03 0.0000
C 0.661775 -4.101310 -0.535383 -0.01 -0.46 0.31 0.0001
C -1.098014 3.290815 1.292857 0.23 0.05 0.16 -0.0091
C 0.546106 1.084729 3.177235 -0.61 0.94 0.71 0.0027
C -3.236302 1.612863 0.600098 -0.06 -0.40 -0.15 -0.0151
C 3.412789 -5.506975 -0.571825 -0.36 -1.03 0.01 0.0000
C -1.212470 -3.046183 0.459441 -0.34 -0.36 0.35 0.0014
C -0.220298 0.952370 -3.758185 0.07 0.20 0.13 -0.0032
H -3.590988 0.724905 0.069749 -0.18 0.23 0.11 -0.0006
H 3.492410 0.130249 -1.162203 0.01 0.22 -0.15 0.0001
H 1.197973 -1.636645 -3.044095 -0.11 -0.04 -0.11 0.0002
H 0.980842 3.073140 -2.731555 0.17 0.12 0.30 0.0000
H 0.483114 2.870100 5.675987 0.05 0.10 -0.49 -0.0002
H 2.410724 3.860639 -2.013472 -0.24 -0.35 0.14 -0.0028
H -3.172825 -3.804627 0.028753 0.29 -0.17 -0.33 -0.0003
H 2.763879 0.670995 -2.698621 0.13 0.14 0.32 0.0001
H -3.904771 2.445768 0.357983 0.09 -0.09 0.15 -0.0036
H 3.801424 -4.797302 0.158412 -0.30 -0.25 0.14 0.0000
H 0.200671 -5.750965 -1.886812 -0.04 0.60 0.12 0.0000
H 0.823257 4.045261 -1.242815 0.30 -0.22 -0.10 -0.0001
H -1.689576 4.200688 1.114401 0.14 -0.24 0.12 -0.0027
H -2.463708 2.557253 -2.204852 0.17 0.23 0.32 -0.0001
H -3.252350 1.425728 1.679959 0.01 -0.01 -0.23 0.0000
H -0.014908 -2.549847 -2.167347 -0.17 0.25 -0.19 -0.0002
H 2.261667 -7.313747 -0.963080 0.30 0.63 0.07 0.0000
H 0.759581 -2.669153 1.187365 0.12 -0.33 -0.84 0.0005
H 3.976774 1.702037 -1.871133 -0.30 -0.21 0.07 -0.0019
H -0.315752 -2.113088 -3.878713 0.11 0.37 0.40 -0.0023
H 3.502350 1.954668 1.025944 -0.31 0.27 -0.19 0.0006
H -1.339046 2.872441 2.282176 0.12 0.27 -0.44 0.0001
H -0.031254 3.552942 1.256382 -0.32 -0.06 0.00 -0.0003
H -2.253156 -5.593232 -1.550574 0.26 0.34 0.24 0.0000
H -1.954770 1.959116 4.709882 0.04 -0.26 0.16 0.0000
H -0.726401 1.919502 -3.677983 -0.02 -0.24 0.05 0.0000
H 2.131035 2.245515 3.488756 -0.27 -0.32 0.33 0.0001
H -2.532587 -0.918421 -3.608506 0.06 0.14 0.12 -0.0011
H -2.145224 0.212853 4.864131 0.18 0.00 -0.16 -0.0001
H 3.433279 3.494231 0.105369 -0.37 -0.43 0.04 -0.0023
H 1.282933 4.013261 4.598933 -0.22 -0.38 -0.12 -0.0001
H -1.077418 -0.025545 2.902586 0.52 1.05 0.57 0.0006
H -2.484366 -0.884819 0.141389 0.21 -0.53 1.03 0.0030
H -2.765730 -1.224621 -1.890458 0.10 -0.13 -0.01 -0.0002
H -3.005210 0.405052 -2.513902 0.17 -0.09 -0.09 0.0000
H 2.212675 -6.672581 0.750189 0.32 0.06 -0.16 0.0000
H -0.539886 0.473870 -4.689173 -0.01 -0.02 0.14 -0.0015
H 2.170233 3.111452 1.316379 0.23 -0.08 -0.24 -0.0001
H 0.850983 1.146385 -3.833147 -0.05 -0.14 0.00 -0.0001
H -0.388412 3.499679 4.243244 0.56 -0.33 -0.02 -0.0002
H -2.657010 3.891074 -1.028227 0.23 -0.31 -0.16 -0.0032
H 3.752625 -5.301479 -1.583297 0.04 -0.38 -0.01 0.0000
H -1.076531 3.624987 -1.809650 -0.41 -0.26 0.14 0.0000
H 1.730506 -4.208898 -0.683726 -0.37 0.02 0.16 0.0000
H -0.712120 1.000608 5.539820 -0.05 -0.15 -0.28 0.0002



2.
19
Properties=species:S:1:pos:R:3:forces:R:3:lowdin_spin:R:1 method="wB97M-V/def2-TZVPD" homo_energy_ev="-10.439 / -14.510" lumo_energy_ha="-0.1733 / -0.2634" s_squared=2.01 relative_energy_kcal_mol=58.9 charge=+1 multiplicity=3 energy_ha=-452.53154 max_force_ev_per_a=9.960
N -1.703680 2.532604 -0.656704 0.20 0.31 -0.20 0.0384
N -2.644066 -0.746228 -0.367394 0.97 4.60 0.18 0.0008
N -1.768593 -0.362236 0.795933 0.20 -1.01 -1.73 0.0100
N 0.059319 -0.305335 -0.803770 -5.51 -2.53 0.99 0.0422
C 2.149304 0.580911 -0.529617 2.58 1.39 2.37 0.0967
C 0.488875 0.601339 1.306627 -8.66 -1.76 4.59 0.7739
C -1.051075 1.646452 -0.327088 -0.45 -0.04 0.44 0.0370
C 1.728595 0.913198 0.921955 8.42 1.72 -3.85 0.7722
C 1.220502 -0.321079 -1.176612 3.73 1.13 -3.46 0.0377
C -0.596511 0.355215 0.298629 0.60 1.68 1.02 0.0975
H 2.523627 1.161769 1.629528 -0.44 0.14 -0.42 0.0302
H 0.204866 0.785842 2.373379 -0.06 -0.37 -1.19 0.0254
H -3.271947 -1.420363 -0.023548 -0.91 -0.96 0.55 0.0001
H 1.359118 -0.789086 -2.190831 0.49 0.10 1.33 0.0050
H -2.229411 0.222911 1.487117 -0.11 -0.01 -0.12 -0.0002
H 3.214184 0.201682 -0.494351 -1.13 0.18 -0.36 0.0071
H -0.611972 -0.930520 -1.213735 -0.74 -0.38 -0.82 0.0005
H -3.208702 0.171315 -0.665425 1.29 -2.66 0.75 0.0007
H 2.272238 1.624968 -1.003404 -0.46 -1.55 -0.08 0.0250



3.
9
Properties=species:S:1:pos:R:3:forces:R:3:nbo_charge:R:1 method="wB97M-V/def2-TZVPD" homo_energy_ev=-9.849 lumo_energy_ha=0.0423 relative_energy_kcal_mol=50.7 energy_ha=-171.97436 max_force_ev_per_a=3.312
N -1.320477 0.413519 0.084110 -0.48 -0.27 -0.57 -0.3811
C -0.892704 -0.804597 0.042704 -1.27 -0.85 -0.82 0.0891
C 0.552582 -0.529695 0.049691 2.00 0.47 -2.24 -0.5022
C 0.069186 0.931039 0.077925 1.09 2.65 -1.07 -0.2439
H 0.324835 1.567357 0.954361 -0.25 -0.82 -0.10 0.1967
H 1.279028 -0.674014 0.822880 -0.05 -1.00 0.76 0.2292
H -1.469736 -1.757992 -0.299759 0.77 1.77 1.29 0.1955
H 0.436180 1.723461 -0.800748 -1.45 -2.49 1.64 0.2014
H 1.021110 -0.869075 -0.931163 -0.35 0.53 1.11 0.2153



4.
72
Properties=species:S:1:pos:R:3:forces:R:3:mulliken_charge:R:1 method="wB97M-V/def2-TZVPD" homo_energy_ev=-9.565 lumo_energy_ha=-0.1346 relative_energy_kcal_mol=57.4 charge=+1 smiles="COc1ccc2c(c1)c(C(c1cn(C)c3ccc(OC)cc13)[C@H]1CCCC1=[N+]1CCOCC1)cn2C" energy_ha=-1554.37687 max_force_ev_per_a=3.563
O -7.632631 2.225558 -2.235577 0.13 0.39 0.53 -0.4667
O -3.280799 7.303988 -2.595126 0.32 1.27 0.52 -0.4391
O 2.343084 0.216054 3.401808 -0.65 0.72 -0.81 -0.4127
N -3.269921 5.395823 2.506528 -0.49 -0.05 0.59 0.1224
N -3.199491 -0.646919 -1.049378 0.43 -0.30 0.00 0.2956
N -0.208580 0.109884 2.550985 -1.72 -0.26 -1.20 0.2093
C -5.613645 -0.678121 -1.605319 -0.51 0.22 0.39 -0.8125
C -3.479100 8.748409 -2.713485 0.12 -0.92 -0.35 -0.9525
C -3.129174 6.035940 1.285778 -0.51 -0.70 0.43 -0.0683
C -4.315088 1.354274 -0.929872 0.39 -2.03 1.12 0.3736
C -3.062551 7.844199 -0.245381 -0.14 -0.47 0.26 -0.6669
C -3.020633 5.503356 -1.053954 -0.12 0.96 -0.68 0.2537
C 0.537021 1.271612 2.083204 0.45 0.65 0.22 -0.1448
C -1.522471 0.149141 2.371588 3.23 0.36 -0.28 -0.3894
C -3.069436 5.027856 0.251075 0.69 0.59 1.49 -0.0253
C 2.030715 1.155395 2.349814 0.91 -0.39 0.11 -0.7577
C -3.329015 4.052768 2.322936 0.84 0.04 -1.64 -1.2969
C 1.897698 -1.088823 3.097900 0.98 0.16 -0.12 -0.7574
C -2.451122 2.396664 0.681007 1.88 -1.55 0.20 1.5273
C -3.058947 6.911241 -1.306000 -0.53 -1.30 0.58 0.2339
C -2.229784 -1.082001 2.799846 -0.58 0.39 0.32 -0.8687
C -3.298409 5.964936 3.849980 -0.07 -0.17 0.18 -0.9460
C -5.450875 2.127278 -1.108809 -1.32 0.24 -0.89 0.4916
C -7.378348 3.584703 -2.676859 -0.13 -0.66 0.33 -0.7099
C -3.720328 0.846760 2.428239 0.30 0.94 0.50 -1.4670
C -2.951661 1.512530 -0.421949 -0.22 -0.32 -0.29 -0.0592
C -3.676336 -0.667394 2.645461 -0.92 -0.51 -0.08 -1.0618
C -2.316579 0.303725 -0.624126 -0.87 0.67 0.16 -1.4674
C -2.288361 1.403585 2.020528 -2.94 0.57 1.93 -0.6030
C -6.628487 1.522042 -1.638095 1.32 0.52 0.05 0.3472
C -2.926866 -2.076539 -1.162697 -0.20 0.12 -0.07 -0.9541
C -3.073946 3.739980 0.962258 -0.51 0.00 2.45 0.4413
C 0.407009 -1.194143 2.933019 -0.31 0.45 0.65 -0.3227
C -3.159801 7.405532 1.071008 0.28 -0.04 -0.63 -1.4825
C -6.746484 0.109755 -1.722367 0.19 0.22 -0.36 -0.9828
C -4.447678 -0.048513 -1.191848 1.02 0.25 -0.56 -0.0281
H -1.358669 2.506210 0.749284 -0.04 0.87 -1.78 0.4911
H -0.007847 -1.503431 3.903699 -0.12 0.23 -0.41 0.2863
H -8.267868 3.790378 -3.286862 0.49 0.23 0.15 0.2499
H -4.276642 5.761916 4.324734 0.41 0.30 -0.21 0.3074
H -5.612090 -1.748126 -1.820358 -0.29 0.35 0.17 0.1943
H 0.160652 -1.966038 2.189074 -0.04 0.35 0.19 0.2952
H -4.316307 9.090834 -2.089481 0.13 -0.21 -0.26 0.4278
H -3.108440 7.047441 3.819259 -0.09 -0.50 0.03 0.3408
H -1.962061 2.205886 2.791218 -0.17 -1.46 -0.84 1.6810
H 2.362710 -1.468320 2.180009 0.34 0.13 0.12 0.3616
H -2.574066 9.304192 -2.429807 -0.18 -0.22 -0.20 0.3466
H -5.376704 3.196743 -0.964551 -0.21 0.07 -0.10 0.3690
H -1.282231 0.132336 -0.377896 0.10 -0.56 -0.04 0.6786
H -2.945281 -2.594439 -0.175677 0.04 0.38 -0.52 0.2466
H -3.917458 1.379111 3.363705 -0.49 -0.44 0.08 0.7898
H 2.402724 2.137485 2.720261 -0.04 -0.82 -0.57 0.3413
H 2.511096 0.848370 1.386231 0.12 0.24 0.87 0.3273
H 0.182742 2.169711 2.604711 -0.29 -0.33 0.07 0.2563
H -1.952532 -1.260329 3.868414 -0.22 0.02 -0.75 0.5442
H -3.072396 8.908821 -0.435073 -0.03 -0.21 0.08 0.4399
H -4.264411 -0.906240 3.532336 0.00 -0.25 -0.16 0.4480
H -6.445936 3.620105 -3.276836 -0.51 0.03 0.31 0.3343
H 2.213759 -1.685951 3.956600 -0.01 -0.14 -0.34 0.3584
H 0.334706 1.444469 1.014811 0.19 -0.24 0.35 0.2865
H -3.056164 4.805348 -1.883581 0.06 0.21 -0.11 0.6124
H -3.294776 8.131653 1.873600 0.17 -0.30 -0.17 0.2676
H -7.716579 -0.310139 -1.984158 0.30 0.11 -0.18 0.4378
H -3.723063 -2.508362 -1.782108 0.46 -0.05 0.15 0.3820
H -3.473782 3.395813 3.195579 0.16 0.53 -0.67 0.7258
H -1.956817 -2.240777 -1.657102 -0.39 0.04 0.21 0.3279
H -4.093888 -1.233647 1.803689 -0.19 0.40 0.10 0.1653
H -7.321361 4.289252 -1.823090 -0.01 -0.37 -0.45 0.2839
H -4.516239 1.117472 1.736356 0.22 0.15 -0.16 0.3392
H -3.702973 8.884384 -3.764204 0.00 0.21 -0.05 0.2568
H -2.516779 5.463860 4.462542 -0.41 0.49 -0.33 0.3074
H -1.922911 -1.985515 2.220890 -0.25 0.70 0.37 0.3391



5.
53
Properties=species:S:1:pos:R:3:forces:R:3:nbo_charge:R:1 method="wB97M-V/def2-TZVPD" homo_energy_ev=-8.593 lumo_energy_ha=0.0049 relative_energy_kcal_mol=152.3 smiles="CN(CC=O)CCN.O.O.O.O.O.O.O.O.O.O.O" energy_ha=-1223.14022 max_force_ev_per_a=5.882
O 1.105164 3.557935 2.584354 0.26 0.81 -1.10 -0.9489
O -3.426212 0.814147 0.460468 -1.30 -1.74 -0.67 -0.9592
O 3.084467 2.517396 0.400767 1.21 0.39 0.70 -0.9762
O 3.007147 -2.289025 -3.136059 2.86 2.30 3.13 -0.9575
O -0.895962 -1.832530 1.145091 -1.52 -0.92 1.50 -0.6219
O 1.984687 -1.399866 1.645988 1.37 1.21 1.36 -1.0046
O 2.326075 0.920709 2.767002 -1.70 3.23 1.19 -0.9866
O 2.542265 -0.558593 -0.978520 3.01 2.15 -4.36 -0.9708
O 0.804905 -3.524111 -2.250153 1.81 -1.84 1.94 -0.9767
O -1.526767 -0.026361 3.162053 2.21 -3.07 1.79 -0.9604
O -2.019116 2.383192 1.985577 2.05 0.36 1.70 -0.9563
O -3.842346 -1.812435 1.055086 -1.40 1.75 -5.44 -0.9570
N -0.525008 2.683556 -0.545659 0.59 0.07 0.45 -0.8966
N -0.551361 -0.511846 -2.177129 -0.69 0.52 1.27 -0.4937
C 0.093317 1.582672 -1.340203 -0.09 1.82 1.46 -0.2404
C -1.251276 -1.250248 -1.141677 -1.65 4.39 1.08 -0.3624
C -0.997269 0.949393 -2.172714 3.21 -1.85 -3.14 -0.2404
C -0.440093 -1.166869 -3.422582 -0.49 -0.53 -3.10 -0.4246
C -0.479965 -1.476468 0.086935 4.18 0.28 -0.58 0.4648
H -3.385625 -0.189991 0.496064 -0.06 1.51 0.48 0.4783
H -2.009431 1.074128 -1.891331 -0.87 0.05 1.09 0.2170
H -4.390807 0.861230 0.276667 0.80 0.50 0.14 0.4630
H 3.832961 -2.431322 -2.475070 -2.74 0.12 -2.35 0.4820
H 2.546267 -0.847480 -0.138102 -0.14 -1.80 4.99 0.4957
H -1.214342 2.722206 2.467878 -1.02 0.50 -0.84 0.4626
H -1.775087 -2.032435 -1.532494 -0.94 -2.84 -0.80 0.2457
H -1.968206 1.514364 2.426664 -0.75 -0.20 -0.73 0.4935
H 1.334188 4.395439 2.127575 -0.17 -0.06 1.02 0.4842
H -0.740973 -0.739678 3.179420 -2.64 2.45 -0.48 0.4990
H -1.228650 3.108069 -1.145641 0.31 0.25 0.06 0.3489
H -0.971506 1.375695 -3.248554 0.20 -0.84 1.47 0.1994
H 0.707085 -1.270491 0.122201 -2.80 -0.20 -0.85 0.1365
H -2.181008 -0.584835 -0.740641 2.09 -1.22 -0.90 0.2332
H 1.414801 -4.192966 -1.766836 -1.91 1.24 -1.14 0.4653
H 2.824103 -1.330170 -2.798527 0.39 -2.24 -0.97 0.4946
H 1.126866 3.051897 1.763990 -0.47 -0.60 -0.05 0.4664
H 2.299351 2.188850 -0.026203 0.03 -0.55 -0.91 0.4899
H 0.543676 -0.984931 -3.916927 -0.49 0.08 0.32 0.1863
H -1.078781 2.397490 0.270970 0.24 -0.42 -0.26 0.4074
H 0.702397 0.823870 -0.746090 -1.54 1.19 -0.15 0.1886
H 2.383370 1.696044 2.120816 0.66 -1.65 0.70 0.5096
H 1.507277 -2.865242 -2.401094 -0.14 0.06 -0.55 0.4891
H 0.906204 2.081245 -1.913996 -0.66 -0.47 -0.34 0.1916
H -4.360290 -1.932834 1.760835 -2.15 -0.94 4.37 0.4818
H 2.131333 -0.702399 2.380518 -0.25 -0.93 -1.70 0.5190
H 1.210714 -1.880113 1.896078 -0.85 -0.63 0.27 0.4749
H 1.742508 1.401310 3.463221 1.48 -1.43 -1.40 0.4945
H 3.917166 2.113214 0.061627 -1.48 0.12 0.09 0.5011
H -1.968954 -0.228986 4.024009 0.36 0.43 -1.02 0.4792
H -1.214483 -0.734624 -4.123160 0.62 -0.65 0.25 0.1689
H -2.963872 -2.016770 1.065956 3.77 -1.30 1.19 0.4977
H -0.534186 -2.290222 -3.454454 -0.14 1.31 0.63 0.2468
H 1.687761 -0.586097 -1.317627 -2.66 -0.16 -0.79 0.4777



6.
16
Properties=species:S:1:pos:R:3:forces:R:3:nbo_charge:R:1 method="wB97M-V/def2-TZVPD" homo_energy_ev=-8.720 lumo_energy_ha=-0.0122 relative_energy_kcal_mol=173.8 energy_ha=-529.09382 max_force_ev_per_a=4.259
O 2.313394 -1.756999 3.654230 -1.64 2.40 -2.50 -0.5331
O -3.335126 0.202813 -0.725999 -1.30 -1.15 0.14 -0.4511
O -1.891896 -1.013814 -1.822745 2.80 -0.53 -1.28 -0.5049
N 1.099051 -0.588303 0.579287 -0.34 -0.54 0.79 -0.2531
N -2.166145 0.077071 -1.045769 -0.41 2.06 0.32 0.3868
C 1.801422 -0.839369 2.952286 1.97 -1.03 2.66 0.2697
C -1.316194 1.000574 -0.752315 2.96 1.36 0.62 -0.1007
C 0.190134 1.062174 -1.079589 -1.02 -4.12 0.37 -0.4705
C 1.058506 -0.904278 1.746926 0.05 -0.14 -0.22 0.1906
C 0.890468 -0.330507 -0.635328 -0.76 1.74 -1.89 -0.0418
H 0.425945 1.300205 -2.091043 0.03 -0.23 -1.04 0.2264
H -0.900894 -0.969012 -2.139921 -2.69 0.07 1.02 0.4748
H 0.999165 -1.121789 -1.399862 0.24 0.38 0.69 0.1964
H -1.597123 1.798185 -0.034562 -0.59 -0.99 -0.86 0.2285
H 0.577144 1.847333 -0.540750 0.93 1.65 1.52 0.2340
H 1.852149 0.235716 3.335154 -0.23 -0.93 -0.34 0.1479